(1)
{
  "formula": "C2H7N5O",
  "method": "the ωB97M-V functional and the def2-TZVPD basis",
  "total_energy_ev": -11682.2967,
  "e_above_lowest_kj_mol": 280.9,
  "smiles": "N/N=N/CNC(N)=O",
  "homo_lumo_gap_ha": 0.3677,
  "lumo_ha": 0.0336,
  "symbols": ["C", "N", "C", "N", "N", "N", "N", "O", "H", "H", "H", "H", "H", "H", "H"],
  "xyz": [[-0.47935, 0.64248, 0.67881], [0.56280, 0.05381, -0.15279], [1.97471, -0.32398, 0.63704], [-2.95424, -0.74390, -1.32164], [2.93488, 0.39948, 0.02246], [-2.17205, -0.54003, -0.28350], [-1.51353, 0.53264, -0.31390], [2.15605, -0.89865, 1.68382], [0.65981, -1.04793, 0.06219], [-3.01386, -0.04935, -2.05760], [-3.69986, -1.40738, -1.19045], [3.81156, 0.57684, 0.48529], [2.68968, 1.00297, -0.74357], [-0.69370, 0.10404, 1.61561], [-0.26289, 1.69894, 0.87823]],
  "nbo_charge": [-0.10, -0.67, 0.75, -0.60, -0.82, 0.00, -0.27, -0.59, 0.38, 0.37, 0.38, 0.40, 0.41, 0.19, 0.19]
}

(2)
{
  "formula": "C11H28F2INO12S3Si2",
  "method": "the ωB97M-V functional and the def2-TZVPD basis",
  "total_energy_ev": -99720.7404,
  "homo_lumo_gap_ha": 0.3665,
  "lumo_ha": 0.0144,
  "symbols": ["O", "C", "F", "N", "Si", "O", "Si", "I", "C", "O", "F", "H", "H", "H", "H", "O", "S", "O", "O", "C", "C", "C", "H", "H", "H", "H", "H", "H", "H", "H", "O", "S", "O", "O", "C", "C", "C", "H", "H", "H", "H", "H", "H", "H", "H", "O", "S", "O", "O", "C", "C", "C", "H", "H", "H", "H", "H", "H", "H", "H"],
  "xyz": [[10.01019, 1.53931, -1.28687], [9.13416, 1.02488, -1.87390], [9.33208, -0.11565, -2.57009], [7.79498, 1.38449, -1.95809], [6.74513, 0.27858, -2.92064], [5.26190, 0.93623, -2.76625], [3.91844, 0.32423, -2.03513], [3.39222, 1.65813, -0.08081], [7.63755, 2.78574, -2.20072], [7.45094, 3.65052, -1.42721], [7.70881, 3.01097, -3.53597], [6.86046, -1.04117, -2.29335], [7.11846, 0.23677, -4.33749], [2.78081, 0.34562, -2.95016], [4.12888, -1.04986, -1.54343], [1.05372, 0.63006, -4.75987], [1.12682, -0.33878, -5.81218], [2.39938, -0.88252, -6.17394], [0.40384, 0.24878, -7.09075], [0.81821, 1.56532, -7.54428], [2.13250, 1.53841, -8.29220], [0.00094, -1.64830, -5.49321], [0.85146, 2.23567, -6.68515], [0.00402, 1.88734, -8.18929], [2.96182, 1.28399, -7.63449], [2.32025, 2.52273, -8.72156], [2.10136, 0.80228, -9.09503], [-0.96701, -1.22415, -5.24310], [0.40552, -2.20746, -4.65230], [-0.05884, -2.27868, -6.37617], [-0.50955, -0.76046, 1.49517], [-0.39663, 0.52141, 2.12314], [0.86158, 0.93407, 2.66230], [-1.51707, 0.64860, 3.23334], [-1.61297, -0.42230, 4.21058], [-0.53374, -0.33914, 5.26933], [-0.99177, 1.77332, 1.04372], [-1.59561, -1.38229, 3.69472], [-2.59546, -0.30758, 4.66258], [0.45370, -0.53516, 4.85432], [-0.73768, -1.07783, 6.04472], [-0.51523, 0.65350, 5.71890], [-1.96315, 1.47470, 0.66028], [-0.26493, 1.85442, 0.23741], [-1.05340, 2.70689, 1.59607], [-6.39732, -2.73978, 4.16561], [-6.29825, -1.48172, 4.83899], [-5.04840, -1.08651, 5.41359], [-7.43694, -1.39017, 5.93446], [-7.55355, -2.49630, 6.86859], [-6.49986, -2.45804, 7.95297], [-6.88109, -0.19131, 3.79917], [-7.52789, -3.43086, 6.30777], [-8.55176, -2.38267, 7.28498], [-5.50509, -2.64081, 7.55037], [-6.72035, -3.22673, 8.69389], [-6.49097, -1.48541, 8.44423], [-7.84579, -0.47879, 3.39128], [-6.14522, -0.07715, 3.00609], [-6.95461, 0.72062, 4.38506]],
  "nbo_charge": [-0.52, 0.97, -0.34, -0.91, 1.59, -1.25, 1.21, -0.22, 0.99, -0.46, -0.33, -0.19, -0.19, -0.16, -0.19, -0.95, 2.39, -0.94, -0.72, -0.08, -0.64, -0.89, 0.20, 0.20, 0.23, 0.22, 0.22, 0.25, 0.26, 0.25, -0.95, 2.39, -0.94, -0.73, -0.08, -0.64, -0.89, 0.20, 0.21, 0.23, 0.22, 0.22, 0.25, 0.26, 0.25, -0.94, 2.39, -0.95, -0.72, -0.08, -0.64, -0.89, 0.20, 0.20, 0.23, 0.22, 0.22, 0.25, 0.25, 0.25]
}

(3)
{
  "formula": "C5H14N2",
  "method": "the ωB97M-V functional and the def2-TZVPD basis",
  "total_energy_ev": -8391.4258,
  "e_above_lowest_kj_mol": 115.1,
  "smiles": "CCN(C)CCN",
  "homo_lumo_gap_ha": 0.3311,
  "lumo_ha": 0.0395,
  "symbols": ["N", "C", "C", "N", "C", "C", "C", "H", "H", "H", "H", "H", "H", "H", "H", "H", "H", "H", "H", "H", "H"],
  "xyz": [[1.29090, -1.77059, -1.86551], [1.20249, -1.86565, -0.40510], [1.14481, -0.42904, 0.16778], [-0.18945, 0.12747, 0.10529], [-0.20769, 1.56537, -0.19253], [-1.31933, 2.36975, 0.45017], [-1.11108, -0.45123, 1.09316], [1.51358, -2.66483, -2.29437], [0.37790, -1.49478, -2.23643], [0.36893, -2.48779, -0.07699], [2.13433, -2.29710, -0.03264], [1.53253, -0.46137, 1.20195], [1.77452, 0.14349, -0.50315], [-0.30174, 1.71415, -1.27468], [0.76079, 1.99100, 0.10023], [-2.29796, 2.00768, 0.10734], [-1.30768, 3.39864, 0.08851], [-1.38629, 2.37205, 1.53724], [-0.58248, -0.51544, 2.05539], [-1.98264, 0.16156, 1.28471], [-1.41445, -1.41336, 0.68962]],
  "nbo_charge": [-0.85, -0.22, -0.22, -0.47, -0.20, -0.63, -0.41, 0.36, 0.36, 0.17, 0.19, 0.16, 0.22, 0.18, 0.17, 0.20, 0.22, 0.21, 0.17, 0.21, 0.20]
}